{
  "formula": "C22H26BN9S3Tc",
  "method": "wB97M-V/def2-TZVPD",
  "elements": ["Tc", "C", "C", "N", "N", "C", "S", "N", "N", "H", "H", "H", "H", "H", "H", "C", "N", "C", "C", "N", "B", "N", "C", "C", "N", "C", "C", "S", "C", "S", "H", "H", "H", "H", "H", "H", "H", "H", "H", "H", "H", "H", "C", "C", "C", "C", "N", "C", "C", "C", "C", "C", "C", "C", "H", "H", "H", "H", "H", "H", "H", "H"],
  "positions_angstrom": [[-0.3481, 0.0837, -0.0752], [1.9976, -5.6284, 0.9035], [2.1673, -4.5065, -0.0529], [2.9918, -4.4619, -1.0501], [2.7758, -3.2335, -1.6091], [1.8386, -2.5218, -1.0002], [1.3078, -0.9667, -1.5282], [1.4440, -3.3247, 0.0103], [0.4147, -3.0165, 0.9073], [2.6095, -6.4615, 0.5679], [0.9600, -5.9639, 0.9501], [2.3178, -5.3387, 1.9052], [3.3113, -2.9527, -2.4170], [-0.0652, -3.8822, 1.1302], [0.8389, -2.6536, 1.7587], [-4.5069, 1.1020, 0.4683], [-3.7902, 0.9333, 1.7328], [-4.3678, 0.4640, 2.8888], [-3.4148, 0.5170, 3.8460], [-2.2631, 1.0224, 3.2849], [-0.9654, 1.1102, 4.2216], [0.1517, 1.9574, 3.5387], [0.5514, 3.2154, 3.9388], [1.6860, 3.5235, 3.2712], [1.9842, 2.4381, 2.4701], [3.1527, 2.3396, 1.5936], [1.0437, 1.5066, 2.6630], [0.9970, -0.0614, 1.8971], [-2.4996, 1.2550, 1.9943], [-1.4625, 1.9885, 0.7751], [-5.4989, 1.4935, 0.6752], [-4.5953, 0.1430, -0.0397], [-3.9643, 1.8035, -0.1578], [-5.3996, 0.1603, 2.9301], [-3.4596, 0.2652, 4.8918], [-1.3061, 1.6837, 5.2216], [-0.5653, -0.0085, 4.4172], [-0.0094, 3.7791, 4.6629], [2.3096, 4.3998, 3.2955], [3.7119, 3.2651, 1.6875], [2.8397, 2.2062, 0.5608], [3.7773, 1.5039, 1.8965], [-3.6912, -2.5345, -0.5725], [-4.1636, -2.1864, -1.8389], [-3.5488, -1.1838, -2.5612], [-2.4504, -0.5263, -2.0212], [-1.9997, -0.8971, -0.7997], [-2.5982, -1.8669, -0.0806], [-1.6927, 0.5758, -2.6162], [-1.9779, 1.1458, -3.8507], [-1.2106, 2.2068, -4.3097], [-0.1634, 2.7013, -3.5420], [0.1337, 2.1376, -2.3046], [-0.6317, 1.0762, -1.8505], [-4.1623, -3.3073, 0.0179], [-5.0212, -2.7002, -2.2547], [-3.9132, -0.9036, -3.5394], [-2.1741, -2.0794, 0.8920], [-2.7910, 0.7742, -4.4624], [-1.4308, 2.6505, -5.2709], [0.4256, 3.5327, -3.9074], [0.9548, 2.5333, -1.7174]],
  "forces_ev_per_a": [[0.087, -0.175, 0.457], [0.040, 0.039, -0.080], [0.127, -0.076, 0.054], [-0.214, 0.277, 0.006], [0.281, -0.197, -0.107], [-0.063, 0.226, -0.024], [-0.024, -0.480, -0.018], [-0.312, -0.022, 0.184], [0.306, 0.166, -0.075], [0.013, 0.008, 0.008], [0.014, 0.002, -0.020], [-0.011, 0.008, -0.003], [0.003, 0.006, 0.000], [-0.100, 0.023, -0.030], [-0.068, -0.074, 0.097], [0.129, -0.033, 0.145], [-0.180, 0.002, -0.152], [-0.001, 0.020, -0.126], [0.133, 0.133, -0.008], [0.179, -0.258, 0.175], [-0.132, 0.178, -0.076], [0.070, -0.047, 0.432], [-0.179, -0.116, -0.143], [0.055, -0.050, -0.113], [0.270, 0.181, -0.077], [-0.185, 0.004, 0.139], [-0.179, -0.219, -0.048], [0.430, 0.383, -0.223], [-0.061, 0.171, 0.067], [-0.327, -0.201, 0.080], [-0.008, 0.017, 0.014], [-0.023, -0.004, -0.026], [-0.004, 0.010, -0.014], [0.021, 0.016, -0.010], [0.014, -0.005, -0.037], [0.019, -0.072, -0.094], [-0.056, 0.061, -0.073], [0.016, -0.031, 0.013], [-0.004, -0.024, -0.003], [0.033, -0.015, -0.032], [-0.018, -0.009, -0.023], [0.016, -0.026, 0.007], [-0.021, -0.029, 0.014], [-0.077, -0.061, -0.020], [-0.039, 0.017, -0.096], [0.102, 0.008, 0.096], [-0.071, 0.089, 0.021], [-0.046, 0.158, -0.247], [-0.174, -0.110, -0.032], [0.015, 0.075, -0.099], [-0.012, -0.026, 0.007], [0.013, 0.036, -0.001], [-0.102, -0.067, -0.113], [0.306, 0.131, 0.172], [-0.017, 0.004, -0.032], [0.023, 0.009, 0.007], [-0.012, -0.022, 0.024], [0.004, 0.021, 0.008], [0.018, 0.007, 0.024], [0.005, 0.002, 0.011], [-0.011, -0.019, 0.001], [-0.008, -0.024, 0.012]],
  "lowdin_spin": [2.489, 0.000, 0.002, 0.005, 0.014, 0.018, 0.056, 0.006, 0.021, 0.000, 0.000, 0.000, 0.000, 0.000, 0.000, 0.004, 0.007, 0.006, 0.003, 0.007, 0.001, 0.007, 0.006, 0.003, 0.004, 0.002, 0.017, 0.071, 0.025, 0.110, 0.000, 0.000, 0.003, 0.001, 0.000, 0.000, 0.000, 0.000, 0.000, 0.000, 0.001, 0.001, 0.000, 0.017, 0.000, 0.019, 0.020, 0.016, 0.021, 0.000, 0.025, -0.004, 0.018, -0.027, 0.000, 0.001, 0.000, 0.003, 0.000, 0.001, -0.001, 0.001],
  "orbital_gap_ev": [7.35, 6.75],
  "multiplicity": 4,
  "lumo_ev": [-6.523, -7.267],
  "energy_ev": -72016.1360,
  "total_charge": 2,
  "relative_energy_kcal_mol": 28.3
}

{
  "formula": "C22H26BrF4I3N3O12S",
  "method": "wB97M-V/def2-TZVPD",
  "elements": ["C", "O", "C", "C", "O", "C", "N", "C", "C", "C", "C", "S", "O", "O", "O", "C", "Br", "I", "C", "C", "F", "F", "F", "N", "I", "C", "C", "O", "I", "C", "C", "C", "O", "C", "C", "O", "O", "C", "N", "H", "H", "H", "H", "H", "H", "H", "H", "H", "H", "H", "H", "H", "H", "H", "H", "H", "H", "H", "H", "H", "H", "H", "C", "C", "O", "C", "O", "O", "F", "H", "H", "H"],
  "positions_angstrom": [[3.4942, -0.0105, 1.3015], [2.1302, -0.4885, 1.5222], [1.3292, -0.0823, 0.3573], [-0.1560, -0.6317, 0.3333], [-0.2228, -2.0828, 0.2648], [0.9258, -2.8044, 0.0432], [2.0196, -3.3212, -0.1043], [-0.9429, -0.3556, 1.7633], [-1.2634, -1.6482, 2.6296], [-2.4546, -2.6298, 2.2370], [-1.9937, -4.1752, 1.9517], [-1.1026, -4.9538, 3.3741], [-1.3348, -4.2389, 4.6908], [-1.4969, -6.4022, 3.4187], [0.5520, -4.9256, 2.9514], [-2.0180, 0.8437, 1.7471], [-3.9371, 0.3736, 1.7852], [-1.8043, 1.6767, 3.8147], [-1.5534, 1.8998, 0.5826], [-2.0424, 3.3730, 0.8600], [-2.0648, 4.3811, -0.1268], [-1.1249, 4.0384, 1.7845], [-3.3375, 3.5053, 1.4848], [-1.5357, 1.3492, -0.8202], [-0.0360, 2.5787, -1.7127], [-2.8397, 1.4141, -1.5704], [-3.3562, 2.7775, -2.2034], [-4.3132, 3.3721, -1.6005], [-2.8085, 3.8048, -4.0333], [-1.0800, -0.1220, -0.9551], [-0.2528, -0.5117, -2.2421], [-0.7854, -0.4251, -3.7320], [-1.0996, 0.8488, -4.3213], [-1.9315, 0.5761, -5.4893], [-3.5367, 0.3318, -5.3751], [-1.4244, 0.5626, -6.6401], [-2.2402, -0.9877, -0.6626], [-2.6453, -1.8994, -1.5971], [-2.7614, -2.8099, -2.4000], [3.5887, 0.7781, 0.4770], [4.1348, -0.9113, 0.9509], [3.9799, 0.4212, 2.2417], [1.4487, 1.0714, 0.3860], [1.9993, -0.4023, -0.5397], [-0.0808, 0.1360, 2.3843], [-1.4958, -1.2988, 3.7147], [-0.3117, -2.2992, 2.7821], [-3.0877, -2.3424, 1.3292], [-3.1995, -2.7169, 3.1232], [-1.4535, -4.2604, 0.9392], [-2.9833, -4.7678, 1.8261], [0.5338, -5.1481, 1.9779], [-0.4155, 2.0042, 0.8314], [-2.8880, 0.6939, -2.4857], [-3.7516, 1.0427, -0.9479], [-0.0418, -1.6617, -2.1878], [0.8408, -0.1276, -2.3060], [0.0758, -0.8665, -4.3860], [-1.6751, -1.1303, -3.9912], [-3.7025, -0.4876, -4.5725], [-4.1026, 1.2859, -5.1031], [-3.9834, -0.0601, -6.3540], [6.6119, 3.0650, 2.6112], [7.3375, 3.5902, 1.4147], [7.3015, 2.5028, 0.5118], [6.1640, 1.8197, 0.8122], [5.6596, 1.0011, 0.0924], [5.6624, 2.1833, 2.0271], [8.6284, 3.8611, 1.7105], [7.2627, 2.5024, 3.2862], [6.1175, 3.8551, 3.1785], [6.8712, 4.4660, 0.9539]],
  "forces_ev_per_a": [[1.346, -0.641, -0.482], [-1.062, 0.778, -1.079], [2.434, 0.603, 0.099], [-0.500, 0.859, 1.340], [2.699, -1.603, -1.113], [3.785, -0.392, -0.230], [-6.176, 2.520, 0.681], [1.928, 0.883, 0.587], [-0.206, -0.541, 1.265], [-0.533, -1.376, 0.316], [-1.471, 1.286, -0.917], [-0.773, -3.150, 3.580], [1.234, -1.117, -4.606], [1.092, 3.869, -0.832], [-2.701, 0.558, -0.695], [0.562, -0.071, 0.193], [0.600, 0.006, -0.792], [0.134, 0.056, -0.804], [1.751, -0.503, 3.244], [-1.571, 5.360, 2.163], [-0.054, -3.083, 0.913], [-1.870, -2.611, -1.931], [3.515, -1.135, -1.825], [-0.659, -0.094, -1.154], [0.314, 0.391, -0.654], [-3.056, -0.699, -2.103], [-4.188, 3.297, 3.192], [4.440, -3.288, -2.564], [0.071, -0.677, 0.693], [2.311, -2.544, 1.407], [0.789, -1.217, -1.703], [0.085, -2.121, -1.783], [-1.537, -0.655, -0.647], [0.354, 0.302, -4.805], [0.581, -0.577, 0.953], [-1.583, 0.185, 5.361], [-0.817, -0.385, -2.430], [1.143, -3.151, -2.540], [0.202, 5.092, 4.419], [-0.576, -1.122, 1.287], [-1.077, 1.493, 0.554], [-1.170, -0.736, -1.155], [-1.039, -1.622, -0.361], [-1.694, 0.270, 1.016], [-1.407, -0.891, -1.154], [0.467, -0.314, -1.984], [-1.396, 1.472, -0.516], [1.108, -0.224, 1.240], [1.325, 0.332, -1.492], [-0.380, -0.060, 1.797], [1.876, 0.668, 0.504], [0.346, 0.066, 1.228], [-2.062, -0.177, -0.284], [0.902, 1.116, 1.600], [1.963, 0.904, -0.430], [-0.705, 1.933, 0.311], [-2.148, -0.147, 0.778], [-1.259, 0.631, 1.351], [1.473, 0.976, 1.138], [0.024, 1.410, -1.151], [1.012, -1.308, -0.191], [1.183, 0.618, 1.340], [-0.235, 0.329, 1.056], [0.918, 0.250, 0.011], [-0.937, -0.047, 0.224], [-0.314, -1.072, -0.870], [0.853, 0.955, 0.659], [0.183, -0.156, -0.769], [-0.036, 0.127, -0.119], [0.130, 0.101, -0.207], [-0.132, -0.187, -0.120], [0.189, 0.001, -0.010]],
  "lowdin_charge": [-0.087, -0.206, -0.164, -0.211, -0.043, -0.226, 0.215, -0.290, -0.166, -0.222, -0.218, 0.740, -0.313, -0.331, -0.203, -0.957, 0.759, 1.028, -0.296, -0.386, 0.031, -0.009, 0.026, -0.350, 1.402, -0.157, -0.733, -0.055, 0.979, -0.286, -0.126, -0.205, -0.215, -0.407, -0.008, 0.096, -0.049, -0.222, 0.218, 0.082, 0.125, 0.107, 0.104, 0.146, 0.107, 0.108, 0.134, 0.073, 0.130, 0.105, 0.131, 0.079, 0.115, 0.139, 0.135, 0.163, 0.116, 0.170, 0.119, 0.081, 0.043, 0.109, -0.057, -0.321, 0.155, -0.511, 0.134, 0.054, 0.091, 0.154, 0.147, 0.178],
  "orbital_gap_ev": 6.36,
  "multiplicity": 1,
  "lumo_ev": -6.310,
  "energy_ev": -168304.7019,
  "total_charge": 1
}

What is the multiplicity in the second record? 1

Which value of multiplicity does entry 2 give? 1